{"formula": "C7H14OPPrS", "method": "ωB97M-V/def2-TZVPD", "e_homo_ha": [-0.1771, -0.1784], "orbital_gap_ev": [4.44, 4.47], "lumo_energy_ev": [-0.38, -0.38], "charge": 0, "multiplicity": 3, "e_above_lowest_kcal_mol": 115.85, "energy_ha": -1606.48506, "species": ["C", "C", "C", "C", "C", "Pr", "P", "H", "H", "H", "H", "H", "H", "H", "H", "C", "S", "C", "O", "H", "H", "H", "H", "H", "H"], "xyz": [[-0.334, -0.636, -1.921], [-0.582, 0.175, -2.940], [-0.369, 1.588, -3.029], [0.192, 2.325, -1.947], [0.535, 1.805, -0.772], [-0.021, 0.022, 0.086], [0.188, -2.299, 0.811], [-0.587, -1.682, -1.945], [-0.957, -0.303, -3.855], [-0.577, 2.088, -3.960], [1.111, 2.318, -0.014], [0.447, 3.376, -2.148], [1.428, -2.595, 1.396], [0.156, -3.282, -0.182], [-0.631, -2.910, 1.749], [0.914, -0.897, 4.078], [-0.448, 0.003, 3.283], [-0.417, 1.442, 4.388], [0.375, 0.701, 2.161], [0.671, -1.011, 5.140], [1.871, -0.350, 3.961], [0.992, -1.901, 3.642], [0.623, 1.805, 4.511], [-1.035, 2.242, 3.953], [-0.835, 1.152, 5.353]]}

=====

{"formula": "C7H14OPRuS", "method": "ωB97M-V/def2-TZVPD", "e_homo_ha": [-0.1201, -0.3207], "orbital_gap_ev": [4.15, 7.91], "lumo_energy_ev": [0.88, -0.82], "charge": 0, "multiplicity": 6, "e_above_lowest_kcal_mol": 6.07, "energy_ha": -1184.48583, "species": ["C", "C", "C", "C", "C", "Ru", "P", "H", "H", "H", "H", "H", "H", "H", "H", "C", "S", "C", "O", "H", "H", "H", "H", "H", "H"], "xyz": [[-0.413, 0.068, -3.100], [-1.231, 1.132, -2.547], [-0.334, 2.106, -1.973], [1.025, 1.703, -2.225], [0.993, 0.435, -2.921], [0.011, -0.007, -0.999], [-0.072, -2.235, -0.827], [-0.767, -0.763, -3.689], [-2.307, 1.172, -2.572], [-0.640, 3.023, -1.454], [1.830, -0.110, -3.320], [1.920, 2.241, -1.928], [1.110, -2.955, -1.205], [-1.206, -2.931, -1.362], [-0.167, -2.734, 0.519], [0.467, -1.287, 3.230], [-0.605, -0.283, 2.196], [-0.493, 1.237, 3.111], [0.380, 0.095, 0.989], [0.007, -1.363, 4.222], [1.462, -0.826, 3.273], [0.514, -2.284, 2.779], [0.549, 1.571, 3.117], [-1.138, 1.939, 2.573], [-0.897, 1.056, 4.111]]}

=====

What did the first record say?
{"formula": "C7H14OPPrS", "method": "ωB97M-V/def2-TZVPD", "e_homo_ha": [-0.1771, -0.1784], "orbital_gap_ev": [4.44, 4.47], "lumo_energy_ev": [-0.38, -0.38], "charge": 0, "multiplicity": 3, "e_above_lowest_kcal_mol": 115.85, "energy_ha": -1606.48506, "species": ["C", "C", "C", "C", "C", "Pr", "P", "H", "H", "H", "H", "H", "H", "H", "H", "C", "S", "C", "O", "H", "H", "H", "H", "H", "H"], "xyz": [[-0.334, -0.636, -1.921], [-0.582, 0.175, -2.940], [-0.369, 1.588, -3.029], [0.192, 2.325, -1.947], [0.535, 1.805, -0.772], [-0.021, 0.022, 0.086], [0.188, -2.299, 0.811], [-0.587, -1.682, -1.945], [-0.957, -0.303, -3.855], [-0.577, 2.088, -3.960], [1.111, 2.318, -0.014], [0.447, 3.376, -2.148], [1.428, -2.595, 1.396], [0.156, -3.282, -0.182], [-0.631, -2.910, 1.749], [0.914, -0.897, 4.078], [-0.448, 0.003, 3.283], [-0.417, 1.442, 4.388], [0.375, 0.701, 2.161], [0.671, -1.011, 5.140], [1.871, -0.350, 3.961], [0.992, -1.901, 3.642], [0.623, 1.805, 4.511], [-1.035, 2.242, 3.953], [-0.835, 1.152, 5.353]]}

=====

Copy entry 1 word for word.
{"formula": "C7H14OPPrS", "method": "ωB97M-V/def2-TZVPD", "e_homo_ha": [-0.1771, -0.1784], "orbital_gap_ev": [4.44, 4.47], "lumo_energy_ev": [-0.38, -0.38], "charge": 0, "multiplicity": 3, "e_above_lowest_kcal_mol": 115.85, "energy_ha": -1606.48506, "species": ["C", "C", "C", "C", "C", "Pr", "P", "H", "H", "H", "H", "H", "H", "H", "H", "C", "S", "C", "O", "H", "H", "H", "H", "H", "H"], "xyz": [[-0.334, -0.636, -1.921], [-0.582, 0.175, -2.940], [-0.369, 1.588, -3.029], [0.192, 2.325, -1.947], [0.535, 1.805, -0.772], [-0.021, 0.022, 0.086], [0.188, -2.299, 0.811], [-0.587, -1.682, -1.945], [-0.957, -0.303, -3.855], [-0.577, 2.088, -3.960], [1.111, 2.318, -0.014], [0.447, 3.376, -2.148], [1.428, -2.595, 1.396], [0.156, -3.282, -0.182], [-0.631, -2.910, 1.749], [0.914, -0.897, 4.078], [-0.448, 0.003, 3.283], [-0.417, 1.442, 4.388], [0.375, 0.701, 2.161], [0.671, -1.011, 5.140], [1.871, -0.350, 3.961], [0.992, -1.901, 3.642], [0.623, 1.805, 4.511], [-1.035, 2.242, 3.953], [-0.835, 1.152, 5.353]]}